No. 1
DFT (ωB97M-V/def2-TZVPD) results for a molecular structure, C46H35F5GdIN4O4S at a distorted geometry.

Results
- HOMO level (spin up / spin down) (Ha) = -0.067 / -0.066
- orbital gap (spin up / spin down) (eV) = 5.54 / 5.38
- multiplicity = 8
- total charge = -2

Each line ends with the Löwdin charge.
Geometry (Å):
Gd (-1.15, 0.34, 0.55)  1.53
O (-6.11, -1.32, -2.99)  0.09
C (-5.22, -2.26, -3.19)  -0.54
O (-5.45, -3.23, -3.88)  0.04
C (-3.90, -2.12, -2.53)  -0.06
C (-2.84, -2.97, -2.74)  0.00
N (-1.81, -2.53, -2.01)  0.07
N (-2.13, -1.43, -1.32)  0.06
C (-3.39, -1.16, -1.61)  -0.13
C (-4.06, 0.02, -0.94)  -0.57
O (-5.22, 0.32, -1.31)  0.03
O (-3.40, 0.59, -0.06)  -0.11
H (-5.78, -0.58, -2.32)  0.06
H (-2.78, -3.85, -3.36)  0.13
H (-0.87, -2.91, -1.94)  0.13
C (5.32, -2.96, 2.35)  -0.05
C (5.09, -1.68, 1.54)  -0.55
C (6.44, -1.02, 1.22)  -0.05
C (4.42, -2.06, 0.22)  -0.05
C (4.24, -0.72, 2.36)  -0.17
C (4.76, -0.18, 3.55)  -0.05
C (4.04, 0.71, 4.32)  -0.10
C (2.78, 1.09, 3.90)  -0.48
S (1.66, 2.20, 4.62)  1.08
C (0.53, 1.88, 3.27)  -0.49
N (0.98, 1.03, 2.40)  0.06
C (2.22, 0.56, 2.71)  -0.29
C (2.96, -0.36, 1.97)  0.02
C (-0.74, 2.54, 3.22)  -0.28
C (-1.02, 3.53, 4.17)  -0.09
C (-2.23, 4.19, 4.14)  -0.11
C (-3.16, 3.83, 3.18)  -0.09
C (-2.88, 2.84, 2.25)  -0.10
C (-1.65, 2.14, 2.20)  -0.15
H (5.92, -3.67, 1.78)  0.08
H (4.36, -3.43, 2.58)  0.09
H (5.83, -2.76, 3.28)  0.07
H (7.05, -1.69, 0.61)  0.08
H (7.00, -0.78, 2.12)  0.07
H (6.28, -0.11, 0.65)  0.09
H (5.05, -2.76, -0.33)  0.09
H (4.28, -1.18, -0.41)  0.08
H (3.46, -2.54, 0.38)  0.08
H (5.75, -0.45, 3.88)  0.10
H (4.45, 1.12, 5.23)  0.10
H (2.49, -0.77, 1.10)  0.05
H (-0.28, 3.79, 4.91)  0.06
H (-2.45, 4.97, 4.86)  0.09
H (-4.12, 4.34, 3.15)  0.09
H (-3.64, 2.58, 1.53)  0.09
I (1.99, 1.24, -1.20)  1.06
C (1.83, -0.74, -2.01)  -0.60
C (2.41, -0.97, -3.22)  -0.18
C (2.47, -2.28, -3.73)  -0.10
C (2.01, -3.32, -2.97)  -0.06
C (1.43, -3.09, -1.71)  -0.23
C (1.08, -4.18, -0.88)  -0.08
C (0.61, -3.93, 0.39)  -0.09
C (0.36, -2.62, 0.81)  -0.15
C (0.58, -1.48, 0.03)  -0.25
C (1.25, -1.76, -1.22)  -0.31
H (2.83, -0.15, -3.79)  0.08
H (2.94, -2.46, -4.69)  0.09
H (2.12, -4.34, -3.31)  0.10
H (1.22, -5.19, -1.25)  0.10
H (0.40, -4.75, 1.05)  0.10
H (0.00, -2.51, 1.82)  0.07
C (-3.11, 0.38, -4.88)  -0.12
C (-3.72, 1.36, -4.11)  -0.10
C (-3.09, 1.88, -3.01)  -0.07
C (-1.81, 1.45, -2.61)  -0.33
C (-1.22, 0.43, -3.38)  -0.04
C (-1.86, -0.09, -4.49)  -0.11
N (-1.13, 1.94, -1.51)  -0.10
C (-1.06, 3.28, -1.32)  -0.33
C (-0.43, 3.78, -0.16)  -0.10
C (-0.31, 5.13, 0.09)  -0.11
C (-0.78, 6.07, -0.82)  -0.15
C (-1.33, 5.61, -2.01)  -0.13
C (-1.46, 4.26, -2.26)  -0.05
H (-3.60, -0.03, -5.75)  0.09
H (-4.71, 1.70, -4.37)  0.10
H (-3.59, 2.62, -2.40)  0.12
H (-0.25, 0.04, -3.10)  0.07
H (-1.38, -0.88, -5.07)  0.10
H (-0.03, 3.08, 0.56)  0.05
H (0.16, 5.46, 1.01)  0.10
H (-0.69, 7.13, -0.62)  0.07
H (-1.66, 6.32, -2.76)  0.09
H (-1.87, 3.95, -3.21)  0.09
F (-2.46, -1.62, 1.42)  -0.15
C (-2.55, -1.03, 2.73)  -0.20
F (-1.16, -0.71, 2.95)  -0.15
C (-2.79, -2.22, 3.66)  -0.61
F (-3.99, -2.79, 3.44)  0.11
F (-2.81, -1.82, 4.95)  0.10
F (-1.90, -3.26, 3.63)  0.08

No. 2
DFT (ωB97M-V/def2-TZVPD) results for a molecular structure, C46H36IrN4O10P2.

Results
- HOMO level (Ha) = -0.390
- orbital gap (eV) = 6.94
- ΔE to the lowest compared entry with this formula, charge and spin (eV) = 1.7175
- multiplicity = 1
- total charge = +1

Each line ends with the Löwdin charge.
Geometry (Å):
Ir (-0.80, 0.92, 0.62)  1.37
O (0.99, 0.30, 0.76)  -0.44
C (1.41, -0.97, 1.19)  -0.38
C (0.82, -1.41, 2.49)  -0.15
C (1.64, -2.02, 3.43)  0.04
C (1.12, -2.40, 4.64)  -0.15
C (-0.21, -2.16, 4.97)  0.02
C (-1.02, -1.53, 4.05)  0.02
C (-0.54, -1.14, 2.79)  -0.36
O (-1.37, -0.59, 1.94)  -0.22
N (2.00, -3.06, 5.61)  -0.36
O (1.53, -3.35, 6.69)  0.09
O (3.14, -3.30, 5.26)  0.07
H (2.50, -0.93, 1.27)  0.13
H (2.69, -2.19, 3.24)  0.12
H (-0.59, -2.47, 5.93)  0.13
H (-2.06, -1.33, 4.28)  0.13
C (1.14, -0.94, -1.81)  -0.21
N (2.01, 0.20, -1.82)  -0.16
C (1.38, 1.49, -1.97)  -0.23
P (0.48, 2.38, -0.58)  0.96
C (-0.18, 3.76, -1.54)  -0.35
C (0.67, 4.80, -1.92)  -0.08
C (0.19, 5.85, -2.69)  -0.06
C (-1.14, 5.86, -3.08)  -0.06
C (-1.99, 4.83, -2.71)  -0.06
C (-1.51, 3.78, -1.94)  -0.07
C (1.61, 3.14, 0.61)  -0.37
C (2.89, 2.67, 0.86)  -0.08
C (3.67, 3.26, 1.84)  -0.06
C (3.16, 4.32, 2.58)  -0.06
C (1.87, 4.79, 2.34)  -0.06
C (1.10, 4.20, 1.36)  -0.09
C (3.40, 0.03, -1.95)  -0.21
C (4.29, 1.10, -2.02)  -0.04
C (5.65, 0.89, -2.13)  -0.07
C (6.18, -0.39, -2.17)  -0.08
C (5.30, -1.47, -2.12)  -0.07
C (3.93, -1.26, -2.02)  -0.04
P (1.04, -2.03, -0.29)  1.19
C (-0.61, -2.70, -0.19)  -0.31
C (-0.80, -3.68, 0.79)  -0.07
C (-2.07, -4.18, 1.03)  -0.04
C (-3.15, -3.73, 0.28)  -0.04
C (-2.96, -2.78, -0.72)  -0.06
C (-1.69, -2.26, -0.95)  -0.08
C (2.13, -3.45, -0.38)  -0.34
C (1.83, -4.45, -1.31)  -0.07
C (2.66, -5.55, -1.42)  -0.05
C (3.77, -5.67, -0.60)  -0.05
C (4.06, -4.69, 0.34)  -0.05
C (3.25, -3.57, 0.44)  -0.07
H (1.34, -1.62, -2.64)  0.12
H (0.12, -0.58, -1.93)  0.07
H (0.59, 1.43, -2.73)  0.11
H (2.09, 2.21, -2.36)  0.09
H (1.71, 4.80, -1.59)  0.11
H (0.85, 6.65, -2.97)  0.11
H (-1.51, 6.68, -3.68)  0.11
H (-3.03, 4.85, -3.02)  0.11
H (-2.17, 2.97, -1.66)  0.08
H (3.28, 1.82, 0.32)  0.09
H (4.66, 2.89, 2.04)  0.11
H (3.77, 4.78, 3.35)  0.11
H (1.48, 5.61, 2.92)  0.11
H (0.09, 4.56, 1.18)  0.12
H (3.94, 2.13, -1.99)  0.10
H (6.31, 1.75, -2.18)  0.11
H (7.24, -0.55, -2.25)  0.11
H (5.68, -2.48, -2.17)  0.11
H (3.30, -2.13, -2.01)  0.07
H (0.03, -4.04, 1.37)  0.12
H (-2.22, -4.93, 1.79)  0.12
H (-4.14, -4.13, 0.46)  0.12
H (-3.79, -2.44, -1.32)  0.11
H (-1.58, -1.51, -1.72)  0.09
H (0.95, -4.37, -1.94)  0.12
H (2.43, -6.32, -2.15)  0.12
H (4.41, -6.54, -0.68)  0.12
H (4.92, -4.79, 0.99)  0.12
H (3.49, -2.81, 1.17)  0.10
O (-2.30, 0.75, -0.75)  -0.13
C (-3.17, 1.23, 0.07)  -0.57
O (-2.67, 1.71, 1.12)  -0.05
C (-4.61, 1.16, -0.20)  -0.09
C (-5.48, 0.96, 0.86)  0.10
C (-6.83, 0.87, 0.59)  -0.09
C (-7.35, 1.00, -0.69)  0.11
C (-6.44, 1.20, -1.71)  -0.10
C (-5.08, 1.27, -1.50)  0.09
N (-6.95, 1.34, -3.09)  -0.35
O (-8.15, 1.27, -3.25)  0.12
O (-6.13, 1.50, -3.97)  0.09
N (-7.77, 0.63, 1.71)  -0.35
O (-8.95, 0.75, 1.47)  0.11
O (-7.28, 0.33, 2.78)  0.10
H (-5.12, 0.86, 1.88)  0.15
H (-8.41, 0.95, -0.87)  0.14
H (-4.41, 1.42, -2.34)  0.14

No. 3
DFT (ωB97M-V/def2-TZVPD) results for a molecular structure, C46H37ClHfN5P2S2.

Results
- HOMO level (Ha) = -0.592
- orbital gap (eV) = 7.53
- ΔE to the lowest compared entry with this formula, charge and spin (eV) = 0.0000
- multiplicity = 1
- total charge = +3

Each line ends with the Löwdin charge.
Geometry (Å):
Hf (0.08, -0.44, 0.28)  1.11
N (2.58, 0.54, 2.49)  0.15
C (1.32, 0.73, 3.02)  -0.36
C (1.25, 1.00, 4.40)  0.03
C (0.03, 1.23, 4.98)  0.01
C (-1.12, 1.24, 4.19)  0.00
C (-0.97, 0.98, 2.85)  -0.14
N (0.22, 0.69, 2.26)  -0.10
C (3.08, 0.30, 1.23)  -0.29
C (4.46, 0.47, 1.08)  0.02
C (5.06, 0.18, -0.12)  0.00
C (4.27, -0.31, -1.17)  -0.01
C (2.94, -0.47, -0.96)  -0.14
N (2.31, -0.14, 0.22)  -0.05
H (3.31, 0.71, 3.17)  0.16
H (2.16, 1.01, 4.99)  0.14
H (-0.03, 1.43, 6.05)  0.14
H (-2.09, 1.45, 4.59)  0.13
H (-1.83, 1.00, 2.20)  0.08
H (5.05, 0.83, 1.91)  0.14
H (6.12, 0.32, -0.25)  0.14
H (4.70, -0.59, -2.12)  0.13
H (2.30, -0.89, -1.73)  0.06
Cl (-0.06, -0.04, -2.47)  0.68
C (-0.24, 1.65, -3.01)  -0.56
C (-0.30, 1.84, -4.37)  -0.07
C (-0.45, 3.14, -4.83)  -0.02
C (-0.54, 4.20, -3.94)  -0.02
C (-0.47, 3.96, -2.57)  -0.04
C (-0.32, 2.67, -2.08)  -0.39
P (-0.17, 2.36, -0.30)  1.03
C (-1.41, 3.41, 0.49)  -0.36
C (-2.71, 2.95, 0.68)  -0.11
C (-3.69, 3.79, 1.18)  -0.05
C (-3.37, 5.11, 1.50)  -0.03
C (-2.09, 5.58, 1.30)  -0.03
C (-1.10, 4.74, 0.79)  -0.08
C (1.45, 3.04, 0.14)  -0.37
C (1.72, 3.46, 1.45)  -0.12
C (2.96, 3.97, 1.78)  -0.05
C (3.95, 4.08, 0.81)  -0.05
C (3.69, 3.67, -0.50)  -0.05
C (2.45, 3.16, -0.83)  -0.08
H (-0.24, 1.00, -5.06)  0.12
H (-0.51, 3.32, -5.90)  0.13
H (-0.67, 5.20, -4.30)  0.13
H (-0.55, 4.80, -1.89)  0.12
H (-2.98, 1.94, 0.42)  0.07
H (-4.70, 3.43, 1.32)  0.12
H (-4.14, 5.77, 1.89)  0.12
H (-1.84, 6.61, 1.54)  0.12
H (-0.11, 5.13, 0.64)  0.11
H (0.95, 3.41, 2.21)  0.11
H (3.15, 4.33, 2.78)  0.12
H (4.91, 4.52, 1.06)  0.12
H (4.45, 3.78, -1.26)  0.12
H (2.25, 2.88, -1.86)  0.11
S (-0.09, -2.64, -1.02)  0.31
P (0.32, -3.68, 0.70)  0.30
S (0.60, -2.21, 2.09)  0.41
C (1.79, -4.67, 0.52)  -0.39
C (1.67, -6.01, 0.19)  -0.05
C (2.82, -6.77, -0.01)  -0.04
C (4.07, -6.18, 0.13)  -0.03
C (4.18, -4.84, 0.47)  -0.05
C (3.05, -4.08, 0.67)  -0.10
C (-1.07, -4.69, 1.14)  -0.43
C (-1.11, -5.24, 2.43)  -0.08
C (-2.17, -6.05, 2.80)  -0.04
C (-3.18, -6.33, 1.88)  -0.04
C (-3.13, -5.80, 0.60)  -0.05
C (-2.09, -4.97, 0.23)  -0.10
H (0.70, -6.48, 0.09)  0.12
H (2.74, -7.81, -0.27)  0.12
H (4.96, -6.77, -0.02)  0.12
H (5.16, -4.39, 0.60)  0.12
H (3.13, -3.03, 0.96)  0.07
H (-0.32, -5.03, 3.14)  0.11
H (-2.20, -6.47, 3.79)  0.12
H (-4.00, -6.97, 2.17)  0.12
H (-3.91, -6.04, -0.11)  0.12
H (-2.05, -4.57, -0.78)  0.08
N (-4.80, -3.50, 3.22)  0.23
C (-4.47, -2.81, 2.38)  -0.15
C (-4.04, -1.96, 1.30)  -0.17
C (-4.86, -1.64, 0.23)  0.06
C (-4.35, -0.82, -0.77)  0.01
C (-3.05, -0.37, -0.67)  -0.14
N (-2.25, -0.68, 0.37)  -0.11
C (-2.75, -1.46, 1.34)  -0.10
H (-5.87, -2.02, 0.18)  0.15
H (-4.95, -0.54, -1.62)  0.13
H (-2.63, 0.27, -1.44)  0.10
H (-2.09, -1.71, 2.16)  0.09

No. 4
DFT (ωB97M-V/def2-TZVPD) results for a molecular structure, C46H37F5N3O4PbS2Te.

Results
- HOMO level (Ha) = -0.356
- orbital gap (eV) = 5.75
- ΔE to the lowest compared entry with this formula, charge and spin (eV) = 0.0000
- multiplicity = 1
- total charge = +1

Each line ends with the Löwdin charge.
Geometry (Å):
Pb (-0.17, -1.19, 0.32)  1.52
F (3.04, -7.30, -1.42)  0.16
C (2.24, -6.27, -1.67)  -0.12
C (1.40, -5.78, -0.69)  -0.13
F (1.39, -6.35, 0.52)  0.15
C (0.60, -4.70, -0.95)  -0.25
F (-0.20, -4.27, 0.03)  0.04
C (0.59, -4.08, -2.20)  -0.44
S (-0.51, -2.71, -2.44)  0.54
C (1.41, -4.61, -3.17)  -0.23
F (1.46, -4.05, -4.40)  0.02
C (2.25, -5.68, -2.92)  -0.13
F (3.05, -6.14, -3.88)  0.15
C (2.12, -0.49, 4.36)  0.00
C (2.00, -0.85, 2.90)  -0.36
O (0.95, -0.50, 2.34)  -0.11
C (3.09, -1.54, 2.23)  -0.10
C (4.37, -1.49, 2.84)  -0.04
C (5.48, -2.08, 2.29)  -0.09
C (5.33, -2.78, 1.09)  -0.07
C (4.11, -2.88, 0.48)  -0.02
C (2.94, -2.27, 1.01)  -0.36
O (1.82, -2.43, 0.37)  -0.29
H (1.13, -0.24, 4.73)  0.09
H (2.76, 0.39, 4.47)  0.10
H (2.56, -1.30, 4.95)  0.09
H (4.48, -0.95, 3.77)  0.11
H (6.44, -2.01, 2.78)  0.10
H (6.19, -3.27, 0.64)  0.11
H (3.98, -3.44, -0.44)  0.11
C (-0.16, 5.54, 1.94)  -0.05
C (-0.44, 4.20, 1.32)  -0.25
C (-1.67, 3.56, 1.48)  0.03
C (-1.96, 2.33, 0.91)  -0.07
C (-3.19, 1.58, 1.26)  -0.27
O (-3.16, 0.38, 1.48)  0.05
C (-4.48, 2.32, 1.41)  -0.15
C (-4.75, 3.47, 0.67)  -0.03
C (-5.98, 4.10, 0.80)  -0.07
C (-6.93, 3.61, 1.68)  -0.07
C (-6.66, 2.47, 2.43)  -0.07
C (-5.44, 1.82, 2.29)  -0.02
C (-1.00, 1.69, 0.06)  -0.36
O (-1.31, 0.64, -0.60)  -0.25
C (0.30, 2.28, -0.01)  -0.08
C (0.53, 3.53, 0.59)  0.03
C (1.41, 1.59, -0.67)  -0.18
N (1.39, 0.32, -0.92)  0.02
C (2.50, -0.31, -1.63)  -0.26
C (2.35, -0.28, -3.15)  -0.37
Te (0.66, -1.22, -4.06)  1.64
C (-0.80, 0.23, -3.69)  -0.50
C (-0.43, 1.57, -3.67)  -0.14
C (-1.39, 2.53, -3.42)  -0.06
C (-2.71, 2.15, -3.19)  -0.05
C (-3.07, 0.81, -3.23)  -0.05
C (-2.12, -0.16, -3.49)  -0.16
C (2.61, 2.42, -1.01)  -0.21
C (3.76, 2.32, -0.23)  -0.03
C (4.87, 3.10, -0.53)  -0.06
C (4.84, 3.97, -1.61)  -0.07
C (3.69, 4.07, -2.39)  -0.06
C (2.58, 3.30, -2.08)  -0.03
H (-1.03, 5.90, 2.50)  0.08
H (0.08, 6.29, 1.19)  0.08
H (0.68, 5.49, 2.64)  0.08
H (-2.43, 4.03, 2.10)  0.13
H (-4.01, 3.85, -0.02)  0.11
H (-6.20, 4.99, 0.21)  0.11
H (-7.88, 4.11, 1.79)  0.11
H (-7.40, 2.09, 3.12)  0.11
H (-5.22, 0.93, 2.86)  0.12
H (1.51, 3.98, 0.50)  0.13
H (2.58, -1.34, -1.29)  0.08
H (3.46, 0.18, -1.43)  0.12
H (3.18, -0.81, -3.62)  0.07
H (2.31, 0.73, -3.54)  0.05
H (0.59, 1.88, -3.86)  0.08
H (-1.12, 3.57, -3.40)  0.12
H (-3.46, 2.90, -2.97)  0.11
H (-4.09, 0.51, -3.05)  0.12
H (-2.42, -1.20, -3.52)  0.06
H (3.79, 1.64, 0.61)  0.13
H (5.76, 3.03, 0.08)  0.11
H (5.71, 4.57, -1.85)  0.11
H (3.66, 4.76, -3.22)  0.11
H (1.66, 3.41, -2.65)  0.11
S (-3.12, -3.30, -1.31)  0.58
C (-3.23, -3.52, 0.37)  -0.87
N (-3.23, -4.70, 1.01)  0.03
C (-3.31, -4.56, 2.47)  -0.11
C (-3.44, -3.02, 2.64)  -0.11
N (-3.32, -2.54, 1.27)  0.02
H (-3.18, -5.56, 0.51)  0.14
H (-2.40, -4.94, 2.94)  0.12
H (-4.17, -5.09, 2.87)  0.12
H (-2.65, -2.62, 3.27)  0.12
H (-4.40, -2.74, 3.07)  0.12
H (-3.38, -1.56, 1.02)  0.09

Across the entries above, E_tot takes the values -115782.8494, -96124.9775, -109813.5724, -108756.1218 eV, respectively.